[1]
Molecular formula: S2
Method: DFT, ωB97M-V/def2-TZVPD

XYZ file:
```
2
Properties=species:S:1:pos:R:3:lowdin_spin:R:1
S 0.6144 0.5347 0.5234 0.5000
S -0.6144 -0.5347 -0.5234 0.5000
```

Energy in eV: -21671.4224
Net charge: -1
Multiplicity: 2
Orbital gap (spin up / spin down) in eV: 5.825 / 5.534
ΔE to the lowest compared entry with this formula, charge and spin in kJ/mol: 4.1
Expectation value of S²: 0.75

[2]
Molecular formula: C2H4N3OS
Method: DFT, ωB97M-V/def2-TZVPD

XYZ file:
```
11
Properties=species:S:1:pos:R:3:nbo_charge:R:1
S -1.3146 -2.2423 0.5691 0.3087
O 0.1328 1.3190 0.6987 -0.3693
N -0.1363 -0.2851 2.0363 -0.1850
N 0.6364 0.0869 -1.2563 -0.7409
N 0.3011 0.8058 1.9620 0.2671
C -0.3796 0.3845 -0.1563 0.1299
C -0.5562 -0.8035 0.8232 -0.1104
H 1.0859 1.0932 -1.2676 0.5053
H 1.4392 -0.5046 -0.8823 0.4596
H 0.1050 -0.4841 -1.9678 0.4904
H -1.3139 0.6303 -0.5589 0.2447
```

Energy in eV: -19480.6406
SMILES string: [NH3+][C@@H]1ON=NC1=S
Net charge: +1
Orbital gap in eV: 7.883
ΔE to the lowest compared entry with this formula, charge and spin in kJ/mol: 342.4

[3]
Molecular formula: C9H12BNO3
Method: DFT, ωB97M-V/def2-TZVPD

XYZ file:
```
26
Properties=species:S:1:pos:R:3:nbo_charge:R:1
O 0.3222 -1.4704 -0.4330 -0.5114
O -3.9715 2.5357 -0.8085 -1.0289
O -0.7529 -1.5839 1.5267 -0.5769
N -5.3595 -2.0179 0.2478 -0.0970
C -1.7185 -0.2819 -0.2472 -0.6957
C -4.3632 -1.4270 0.1396 -0.2179
C 2.3292 -2.6359 -1.0269 -0.6244
C 1.3436 -2.3327 0.0851 -0.0718
C -0.6700 -1.1740 0.3989 0.8224
C -1.2561 0.5889 -1.4163 -0.3302
C -0.2381 1.6359 0.6963 -0.2278
C -1.3937 1.2783 -0.1228 -0.1559
C -0.2932 2.5587 1.6484 -0.3131
B -3.1030 -0.7418 -0.0598 1.1071
H -2.2828 1.9010 -0.0200 0.3360
H -4.8364 2.8755 -0.5750 0.4235
H 1.8129 -3.0735 -1.8770 0.2169
H 1.8308 -1.8289 0.9255 0.1920
H -1.2113 3.0788 1.8677 0.2097
H 0.8704 -3.2456 0.4609 0.1953
H 3.0728 -3.3399 -0.6652 0.2235
H -1.9980 0.8193 -2.1670 0.2633
H 2.8305 -1.7288 -1.3521 0.2140
H -0.2700 0.3602 -1.7946 0.2447
H 0.5718 2.8324 2.2259 0.2036
H 0.6899 1.1188 0.4854 0.1990
```

Energy in eV: -17830.3826
Net charge: 0
Orbital gap (spin up / spin down) in eV: 6.952 / 4.572
ΔE to the lowest compared entry with this formula, charge and spin in kJ/mol: 826.4

[4]
Molecular formula: C26H47Cl3IrN3O4Si
Method: DFT, ωB97M-V/def2-TZVPD

XYZ file:
```
85
Properties=species:S:1:pos:R:3:lowdin_spin:R:1
Ir 1.0953 0.5882 1.1026 2.8562
Cl 1.7210 -1.4762 1.9292 0.2106
Cl 0.3051 2.7265 0.3043 0.1396
Cl -1.0348 0.3550 1.8886 0.3704
Si -1.5693 -2.2698 -1.5551 0.0047
O 3.2377 0.9987 0.9295 0.0848
O 1.5683 0.1849 -1.0104 0.0732
O -3.0259 -1.4571 -1.3142 0.0006
O 1.4887 1.3271 3.1005 0.1030
N 1.1466 1.7680 -2.6364 0.0294
N 5.3804 0.9184 1.6902 0.0072
N 2.6162 3.3110 2.9940 -0.0012
C -6.2578 -1.1041 -2.7745 0.0000
C -1.6375 -4.1097 -1.0927 0.0025
C -4.6351 -4.7569 -3.8709 0.0000
C -5.3040 -0.8432 -1.8550 0.0000
C 5.8858 1.6325 0.5197 0.0013
C -5.4426 -5.5630 -1.7485 0.0000
C 3.5195 4.3357 3.5388 -0.0003
C -0.3653 -1.7410 -0.2666 0.0262
C 2.2851 2.2281 5.1730 0.0056
C 6.3669 0.1666 2.4638 0.0013
C 1.9584 1.0886 -1.8105 0.0335
C 1.6692 2.9845 -3.2333 0.0035
C -4.3978 -1.9270 -1.2879 0.0000
C 4.5943 3.2069 5.5684 0.0001
C 4.0983 0.5144 1.7197 0.0113
C -4.4055 -3.4953 -3.3047 0.0000
C 2.1002 2.2773 3.6678 0.0117
C 4.7954 3.7758 4.1690 0.0000
C 3.7230 1.9515 5.5885 0.0009
C -5.1800 -4.3208 -1.1630 0.0000
C -7.1967 -0.0953 -3.3331 0.0000
C -5.1787 -5.7841 -3.0986 0.0000
C -0.3023 1.6181 -2.5991 0.0026
C -5.1236 0.5233 -1.2744 0.0001
C -1.0931 -2.1697 -3.3422 0.0000
C -4.6379 -3.2868 -1.9391 0.0000
H -4.4039 -4.9122 -4.9293 0.0000
H 7.3178 0.7070 2.4538 0.0003
H -0.6971 2.1990 -3.4364 0.0001
H 6.0233 0.0622 3.5011 0.0001
H -0.0386 -2.4520 -3.4498 0.0000
H -4.0727 -2.6474 -3.9211 0.0000
H 6.5278 -0.8406 2.0430 0.0002
H 3.8741 -0.2364 2.4897 0.0010
H 1.5663 3.8350 -2.5438 0.0023
H -6.4159 -2.1203 -3.1376 0.0000
H -5.3811 -4.1258 -0.1070 0.0000
H -7.7509 -0.5203 -4.1794 0.0000
H 3.7804 4.9735 2.6895 0.0000
H -1.6832 -2.8747 -3.9352 0.0000
H -0.3423 -0.6380 -0.2018 0.0073
H 3.7188 1.5450 6.6088 0.0002
H -0.6093 0.5700 -2.6865 0.0004
H -2.0626 -4.2238 -0.0807 0.0000
H 5.2475 3.0292 3.4998 0.0000
H -4.6532 -1.9995 -0.2176 0.0000
H -2.2178 -4.7634 -1.7661 0.0005
H -0.6936 2.0439 -1.6598 0.0025
H -4.0899 0.6369 -0.9185 0.0002
H 3.0196 1.3926 -1.8633 0.0014
H 5.5792 2.9495 5.9819 0.0000
H 6.1944 0.9198 -0.2593 0.0002
H 5.1171 2.3028 0.1340 0.0005
H -1.2461 -1.1768 -3.7710 0.0000
H 6.7680 2.1990 0.8282 0.0000
H 2.2350 3.4527 2.0535 -0.0001
H 1.1175 3.1881 -4.1562 0.0000
H -5.8199 0.6971 -0.4317 0.0000
H -5.8743 -6.3572 -1.1365 0.0000
H -6.6859 0.8079 -3.6963 0.0000
H 3.0015 4.9641 4.2779 -0.0001
H 1.9768 3.1836 5.6220 0.0004
H -5.3302 1.2884 -2.0366 0.0000
H -5.4329 -6.7387 -3.5613 0.0000
H -0.5951 -4.4838 -1.0722 0.0000
H -7.9393 0.2333 -2.5873 0.0000
H 2.7295 2.8346 -3.4649 0.0004
H 4.1930 1.1950 4.9423 0.0000
H 4.1598 3.9842 6.2162 0.0000
H 0.6557 -2.0900 -0.4616 0.0003
H 1.6072 1.4517 5.5426 0.0004
H 5.5148 4.6051 4.2357 0.0000
H -0.6566 -2.1313 0.7114 0.0021
```

Energy in eV: -88669.4062
Net charge: 0
Multiplicity: 5
Orbital gap (spin up / spin down) in eV: 6.004 / 7.030
ΔE to the lowest compared entry with this formula, charge and spin in kJ/mol: 0.0
Expectation value of S²: 6.01

[5]
Molecular formula: C24H54N9O20P2
Method: DFT, ωB97M-V/def2-TZVPD

XYZ file:
```
109
Properties=species:S:1:pos:R:3:lowdin_charge:R:1
P 1.1945 0.0745 -0.3727 0.7928
P -2.4661 -0.0855 -2.5777 0.8283
O 1.1222 -4.1685 -4.0051 0.0177
O -6.2560 1.5669 -6.0047 0.0404
O -4.2779 2.5336 -6.0809 0.0293
O -0.4232 -5.9176 -1.1323 0.0425
O 5.1684 5.3565 8.6170 0.0394
O 1.2311 0.7323 -2.0198 -0.3171
O 0.2319 0.3275 3.7034 0.0555
O 7.1221 2.5918 4.7953 0.0468
O 9.4075 5.0979 5.1909 0.0493
O 7.7197 5.0134 6.6043 0.0396
O 1.1378 0.5048 5.7037 0.0281
O 2.0416 -1.4459 -0.2885 -0.3071
O 2.0311 -2.7402 -5.4148 0.0462
O 3.3064 -2.7605 6.2197 0.0477
O 3.2522 4.2863 8.4275 0.0506
O -0.6682 -7.8354 -2.1885 0.0423
O -3.3639 -1.5982 -2.7733 -0.4339
O 2.0632 1.1157 0.4996 -0.4295
O 5.1440 1.6251 4.8714 0.0358
O 3.6399 -3.6580 8.2038 0.0436
N 6.1339 2.0626 4.2734 -0.3943
N 2.0840 -3.5665 -4.4964 -0.4076
N 3.3386 -2.7211 7.4552 -0.4207
N -0.9945 -6.6713 -1.9289 -0.4204
N 4.3813 4.6016 8.0343 -0.4200
N 1.1890 0.2974 4.4858 -0.3997
N -7.7420 -0.7353 -3.2493 -0.1593
N -5.2661 2.0043 -6.6027 -0.4073
N 8.9146 4.8992 6.3074 -0.4129
C -2.1825 -6.1229 -2.6372 0.0429
C 4.8392 4.0221 6.7427 0.0092
C 2.6740 0.9594 -2.3382 -0.2857
C 6.1413 1.9434 2.7903 0.0608
C -5.2587 1.8852 -8.0858 0.0348
C -8.3280 -2.0921 -2.8204 -0.0632
C 2.5263 -0.0166 3.9141 0.0458
C -5.5561 1.2460 -0.6743 -0.2133
C -6.3780 -0.3254 -2.7423 -0.1630
C -6.4334 1.1949 -2.0961 -0.1803
C -0.5505 0.0680 0.4077 -0.2259
C 1.1517 -2.5970 -0.5102 -0.2803
C -4.0159 1.8282 -0.9229 -0.3024
C 9.8485 4.4851 7.3891 0.0395
C -2.9472 0.5910 -0.8632 -0.4529
C -9.8587 -2.3679 -3.4333 -0.0918
C -3.0459 1.0173 -4.0215 -0.3582
C 3.4302 -3.8599 -3.9345 0.0420
C -8.7267 -0.0110 -4.1444 -0.0609
C -10.0563 -0.9708 -4.2731 -0.1232
C 2.9832 -1.4306 8.1049 0.0435
C -1.5256 1.2434 -0.2711 -0.3139
C 0.1255 -2.4456 -1.7827 -0.1377
C 3.0680 0.4273 -3.8734 -0.0985
H -4.1728 1.3427 -3.9559 -0.0042
H -2.9333 0.4205 -5.0364 0.0428
H -0.9427 -2.2137 -1.3541 0.0522
H -5.9183 1.9960 -2.7994 0.0897
H -1.0082 1.7777 -1.1805 0.0762
H -11.0605 -0.7548 -4.8537 0.0587
H -2.9192 -5.8467 -1.8801 0.1063
H 5.2152 1.4615 2.4699 0.0972
H 3.1796 0.8345 4.1172 0.0698
H -2.5827 -6.8908 -3.3027 0.0944
H -10.5785 -3.2778 -3.2696 0.0615
H 5.7426 3.4425 6.9434 0.0786
H -7.5470 1.5771 -1.9007 0.1092
H 0.4905 -1.7092 -2.6163 0.0769
H 10.5885 5.2793 7.5075 0.0993
H -5.4586 0.1984 -0.1588 0.0913
H 2.4225 -0.1751 2.8387 0.0799
H -5.1867 2.8942 -8.4971 0.0970
H 1.8613 -3.5210 -0.7691 0.1186
H -4.3931 1.2803 -8.3634 0.1005
H 0.0417 -3.5291 -2.2769 0.0503
H 3.3904 0.3612 -1.6177 0.1037
H 3.8341 -2.9247 -3.5415 0.0940
H -6.0873 1.9769 0.0998 0.0943
H 7.0069 1.3385 2.5127 0.1044
H 4.2162 0.5014 -4.0934 0.0763
H -0.4066 0.3913 1.5473 0.0812
H 2.7413 -0.6998 7.3303 0.0754
H -5.5225 -0.3359 -3.5395 0.1048
H -2.6568 -2.2542 -3.0686 0.0099
H 2.7046 -0.6852 -3.9724 0.0511
H -6.1848 1.4032 -8.4062 0.0936
H 6.2133 2.9524 2.3790 0.1089
H -8.5488 1.0358 -4.6357 0.0952
H 4.0504 3.3811 6.3436 0.0860
H 4.0482 -4.2496 -4.7460 0.0990
H -1.7386 2.0502 0.5595 0.0978
H -7.8344 -2.8971 -2.1257 0.0930
H -6.1362 -1.0482 -1.8255 0.1300
H -2.4065 2.0143 -4.1351 0.0629
H 3.3270 -4.6003 -3.1385 0.0966
H -1.0661 -0.9870 0.4438 0.0832
H -3.9265 2.5288 -1.8560 0.0812
H 2.8897 -0.9222 4.4041 0.0844
H 10.3169 3.5486 7.0795 0.1011
H 2.9156 2.1212 -2.3145 0.1303
H 0.5546 -2.9361 0.4570 0.1312
H -3.7967 2.5165 0.0218 0.0876
H 2.5027 1.1446 -4.6056 0.0817
H 3.8484 -1.1049 8.6858 0.1011
H 9.2811 4.3460 8.3118 0.0975
H -1.8531 -5.2519 -3.2075 0.0940
H 5.0426 4.8521 6.0628 0.1040
H 2.1189 -1.6121 8.7472 0.1051
```

Energy in eV: -98668.9379
Net charge: -1
Orbital gap in eV: 3.799

[6]
Molecular formula: C36H42N7O3
Method: DFT, ωB97M-V/def2-TZVPD

XYZ file:
```
88
Properties=species:S:1:pos:R:3:lowdin_charge:R:1
O -1.7101 -1.5106 -1.2211 -0.0104
O -1.3490 -0.9396 0.8441 0.0909
O -0.2870 -2.5079 -0.0608 -0.0742
N 1.7128 -2.6031 1.6872 -0.0135
N 2.9735 3.4380 5.2047 -0.0769
N -1.4112 6.5257 0.0726 -0.0704
N 1.2117 -6.8572 -3.5505 -0.0711
N -0.2955 -0.0640 -3.4549 -0.0585
N -3.9970 -0.0217 0.0677 -0.0185
N -1.1219 -1.6450 -0.1216 -0.4618
C 2.2393 -0.1880 3.0773 -0.1269
C 0.0005 -1.9637 -4.8715 0.0922
C -3.3014 5.1366 0.2556 0.0644
C -4.4325 -1.4559 0.1216 0.0669
C 1.9787 -5.8983 -4.2694 0.0481
C 0.0712 -2.8152 -3.7653 -0.1479
C -2.2656 1.5294 -0.3310 0.0192
C 0.3134 -4.2784 -3.8621 -0.1079
C -4.1055 2.1985 0.9354 0.0242
C -0.5752 5.4397 0.1272 0.0155
C -0.7681 7.8400 0.1340 0.0412
C 1.5388 -3.8120 0.8384 0.0424
C -2.7988 6.4263 0.1538 0.0879
C -4.6546 0.9317 0.8100 0.0778
C 1.5473 -4.6626 -4.4529 0.0350
C 1.4712 1.9410 4.1454 0.0621
C 2.8159 -2.4703 2.4637 0.0383
C 2.5396 1.1048 3.7747 -0.1184
C 3.0333 -1.3187 3.1627 0.0441
C -2.7889 0.2776 -0.4779 -0.0357
C 1.1138 -0.2977 2.2787 0.0665
C -0.5107 -5.2670 -3.2806 0.0771
C -2.9487 2.5791 0.3517 -0.1260
C -0.4606 1.4249 -3.3668 0.0668
C 0.8621 -1.5542 1.6461 0.0302
C -1.0894 4.1763 0.2226 0.0170
C 1.6934 3.1406 4.9087 0.0481
C -2.4854 3.9975 0.3380 -0.0904
C -0.0807 -0.8518 -2.3702 0.0277
C 1.7517 -8.1873 -3.2931 0.0274
C -0.0310 -6.6055 -3.0547 0.0729
C 0.0393 -2.2731 -2.5270 0.0463
C 3.1965 4.7309 5.8917 0.0492
C -0.1831 -0.5631 -4.6860 0.0321
C 4.0348 2.6526 4.8315 0.0626
C 3.8195 1.5094 4.0911 0.0455
H 0.4482 1.7040 3.8929 0.1182
H -5.1456 -1.5823 0.9362 0.1166
H 0.4882 -3.8976 0.5610 0.0882
H 0.9042 3.7323 5.3486 0.1552
H 2.2983 -8.1068 -2.3535 0.1228
H -0.2231 0.1876 -5.4614 0.1509
H -1.1498 1.6419 -2.5507 0.0671
H 3.4835 -3.3190 2.4834 0.1604
H 2.9251 5.5166 5.1867 0.1152
H 0.4980 5.5591 0.1124 0.1493
H -4.4814 2.8686 1.6943 0.1449
H 1.9182 -4.7147 1.3173 0.1222
H 2.4058 -8.4563 -4.1226 0.1170
H -0.6085 -7.4023 -2.6097 0.1574
H -2.2706 -0.4849 -1.0404 -0.0652
H -0.0514 -1.6936 1.0872 0.0220
H 2.1880 -3.9045 -4.8784 0.1487
H 2.9267 -6.2694 -4.6300 0.1585
H -1.3101 8.3715 -0.6483 0.1227
H 4.6935 1.0032 3.7087 0.1443
H 0.6484 0.6365 2.0013 0.1141
H -4.9339 -1.6155 -0.8330 0.1199
H -5.5114 0.5549 1.3487 0.1560
H -0.8692 8.2692 1.1308 0.1274
H 2.0248 -3.6920 -0.1298 0.1109
H 0.0397 -2.3304 -5.8866 0.1453
H -1.3250 1.8180 -0.7765 0.0781
H 0.5320 1.8562 -3.2367 0.1206
H 5.0435 2.9163 5.1130 0.1626
H 4.2521 4.9711 6.0179 0.1187
H 0.2663 7.7422 -0.1954 0.1112
H -0.3639 3.3879 0.3583 0.1197
H -1.4595 -4.9589 -2.8668 0.1301
H 3.8867 -1.2417 3.8202 0.1408
H -3.4362 7.2978 0.1790 0.1678
H -0.7840 1.7672 -4.3498 0.1136
H -3.6269 -2.1895 0.0937 0.0943
H 0.0064 -0.3274 -1.4301 0.1483
H 2.5718 4.7192 6.7848 0.1245
H 0.1777 -2.8656 -1.6348 0.1037
H -4.3749 5.1098 0.3712 0.1430
H 0.9915 -8.9675 -3.3314 0.1219
```

Energy in eV: -54525.5863
Net charge: +5
Orbital gap in eV: 8.165
ΔE to the lowest compared entry with this formula, charge and spin in kJ/mol: 937.6